Here is a structure of composition C5H15NO3 from the OMol25 dataset. Energies are from wB97M-V/def2-TZVPD.

ORCA input file:
```
! wB97M-V def2-TZVPD RIJCOSX def2/J DEFGRID3
* xyz 0 1
C 2.0700 -0.3836 0.1433
N 3.1651 0.5485 0.4953
O 1.4262 -0.6032 1.3580
O 2.3897 -1.5232 -0.5995
H 1.8484 -1.3588 1.7922
H 1.6334 -1.5999 -1.2105
H 1.5640 0.2306 -0.7604
H 3.6137 0.8943 -0.3478
H 3.8870 -0.0959 0.8398
C -0.9901 1.2739 -0.3226
C -1.0940 -0.5430 -0.8530
C -1.7824 1.4431 0.9607
C -2.3437 -1.3583 -0.5083
O 0.2127 1.8462 -0.2554
H 1.2235 1.5481 0.3453
H -1.5532 1.6674 -1.1799
H -0.9768 -0.4570 -1.9359
H -0.3227 -1.2734 -0.5750
H -1.9428 2.5111 1.1234
H -1.2400 0.9982 1.7943
H -2.7843 1.0298 0.8827
H -2.2752 -2.4003 -0.8305
H -2.4742 -1.4660 0.5721
H -3.2541 -0.9288 -0.9282
*
```

LUMO level = 0.0220 Ha
HOMO-LUMO gap = 9.5 eV
relative energy (zero: lowest compared OMol25 entry of this formula, charge and spin) = 106.7 kcal/mol
E = -13057.1521 eV
HOMO energy = -8.9 eV

Löwdin atomic charge list, values in e, 4 entries: C -0.613; N 0.071; O 0.015; O 0.002


Here is a structure of composition C5H15NO3 from the OMol25 dataset. Energies are from wB97M-V/def2-TZVPD.

ORCA input file:
```
! wB97M-V def2-TZVPD RIJCOSX def2/J DEFGRID3
* xyz 0 1
C -1.3461 0.9552 0.2358
C -0.8599 0.1257 -2.0825
C -1.2295 2.3719 -0.3115
N -0.6949 -0.0586 -0.6509
O -1.1908 -1.3487 -0.3372
O -0.7924 0.9505 1.5161
H -0.5613 -1.5943 0.4045
H -0.2216 0.1655 1.6612
H -2.4025 0.6550 0.2932
H -1.9167 0.1950 -2.3599
H -0.4204 -0.7356 -2.5817
H -0.3454 1.0300 -2.4024
H -1.6079 3.0530 0.4493
H -0.1848 2.6254 -0.4987
H -1.8154 2.5166 -1.2152
C 1.6967 -2.0581 1.8484
C 1.6143 -0.2601 -0.2011
O 0.7935 -1.1901 1.2378
H 2.7272 -1.6579 1.8232
H 1.7181 -3.0438 1.3619
H 1.4311 -2.1810 2.9048
H 1.4253 0.6809 -0.6992
H 1.7507 -1.0870 -0.8883
H 2.4328 -0.1093 0.4925
*
```

LUMO level = 0.0109 Ha
HOMO-LUMO gap = 8.8 eV
relative energy (zero: lowest compared OMol25 entry of this formula, charge and spin) = 133.0 kcal/mol
E = -13056.0127 eV
HOMO energy = -8.5 eV

Löwdin atomic charge list, values in e, 4 entries: C -0.428; C -0.066; C -0.035; N -0.278


Here is the ion C5H15NOP with charge +1 from the OMol25 dataset. Energies are from wB97M-V/def2-TZVPD.

ORCA input file:
```
! wB97M-V def2-TZVPD RIJCOSX def2/J DEFGRID3
* xyz 1 3
C -0.4680 -1.5693 0.8292
C -1.3828 -0.2516 -0.9836
C 0.6059 -1.7338 -1.3630
C 0.8587 0.3201 0.0569
C 0.2862 1.4016 1.2890
N -0.1313 -0.7821 -0.4305
O -0.9700 1.8004 1.0732
P 1.5622 2.8588 1.2018
H 0.4968 -2.0838 1.1198
H -1.0202 -0.9675 1.6683
H -1.2808 -2.1212 0.5800
H -1.1219 0.4649 -1.7419
H -2.0754 -0.8051 -1.5181
H -1.7846 0.2917 -0.0828
H 0.9076 -1.2787 -2.2159
H 1.4164 -2.1065 -0.8159
H 0.0655 -2.6873 -1.4089
H 1.6594 -0.1919 0.6802
H 1.1311 1.0163 -0.6945
H 0.2583 0.9692 2.2501
H -0.8967 2.7881 0.7727
H 0.7172 3.6946 2.0546
H 0.8900 3.2771 0.0276
*
```

LUMO level (alpha / beta) = -0.0943 / -0.2548 Ha
HOMO-LUMO gap (alpha / beta) = 5.7 / 7.4 eV
relative energy (zero: lowest compared OMol25 entry of this formula, charge and spin) = 41.8 kcal/mol
E = -18239.6046 eV
HOMO energy (alpha / beta) = -8.3 / -14.3 eV

Löwdin atomic charge list, values in e, 4 entries: C 0.010; C 0.003; C 0.041; C -0.070


- E of number 2 (C5H15NO3)?
  -13056.0127 eV


- Among the records above, which one has the highest relative energy (zero: lowest compared OMol25 entry of this formula, charge and spin)?
  number 2


- What is the relative energy (zero: lowest compared OMol25 entry of this formula, charge and spin) in the first record?
  106.7 kcal/mol


Please write out number 2 again, unchanged.
Here is a structure of composition C5H15NO3 from the OMol25 dataset. Energies are from wB97M-V/def2-TZVPD.

ORCA input file:
```
! wB97M-V def2-TZVPD RIJCOSX def2/J DEFGRID3
* xyz 0 1
C -1.3461 0.9552 0.2358
C -0.8599 0.1257 -2.0825
C -1.2295 2.3719 -0.3115
N -0.6949 -0.0586 -0.6509
O -1.1908 -1.3487 -0.3372
O -0.7924 0.9505 1.5161
H -0.5613 -1.5943 0.4045
H -0.2216 0.1655 1.6612
H -2.4025 0.6550 0.2932
H -1.9167 0.1950 -2.3599
H -0.4204 -0.7356 -2.5817
H -0.3454 1.0300 -2.4024
H -1.6079 3.0530 0.4493
H -0.1848 2.6254 -0.4987
H -1.8154 2.5166 -1.2152
C 1.6967 -2.0581 1.8484
C 1.6143 -0.2601 -0.2011
O 0.7935 -1.1901 1.2378
H 2.7272 -1.6579 1.8232
H 1.7181 -3.0438 1.3619
H 1.4311 -2.1810 2.9048
H 1.4253 0.6809 -0.6992
H 1.7507 -1.0870 -0.8883
H 2.4328 -0.1093 0.4925
*
```

LUMO level = 0.0109 Ha
HOMO-LUMO gap = 8.8 eV
relative energy (zero: lowest compared OMol25 entry of this formula, charge and spin) = 133.0 kcal/mol
E = -13056.0127 eV
HOMO energy = -8.5 eV

Löwdin atomic charge list, values in e, 4 entries: C -0.428; C -0.066; C -0.035; N -0.278